This record from the OMol25 dataset describes an isolated ion of composition C4H10NO and charge +1 at a distorted geometry. The level of theory is ωB97M-V/def2-TZVPD.

Each atom is followed by the atoms it is bonded to, with distances in Å.
Geometry (Å):
1 C 0.75 1.51 -1.28  N2 1.537, H7 1.101, H8 1.170, H9 1.096
2 N 0.70 0.89 0.12  C1 1.537, C3 1.527, H10 1.065, H11 1.062
3 C -0.64 0.18 0.26  N2 1.527, C4 1.619, C5 1.565, H12 1.174
4 C -1.02 -0.19 1.79  C3 1.619, H13 1.221, H14 1.197, H15 1.078
5 C -0.49 -1.21 -0.44  C3 1.565, O6 1.207, H16 1.065
6 O 0.61 -1.68 -0.60  C5 1.207
7 H 0.68 0.85 -2.16  C1 1.101
8 H 1.76 2.09 -1.36  C1 1.170
9 H -0.06 2.24 -1.40  C1 1.096
10 H 0.86 1.72 0.77  N2 1.065
11 H 1.49 0.19 0.21  N2 1.062
12 H -1.56 0.83 -0.08  C3 1.174
13 H -0.71 0.72 2.53  C4 1.221
14 H -0.34 -1.11 2.13  C4 1.197
15 H -2.04 -0.36 2.10  C4 1.078
16 H -1.38 -1.68 -0.79  C5 1.065

- Largest force on an atom: 4.65 eV/A
- Energy above the lowest of the compared OMol25 structures with the same formula, charge and spin: 43.2 kcal/mol
- Net charge: +1
- LUMO energy: -3.6 eV
- SMILES: C[NH2+][C@H](C)C=O

***

This record from the OMol25 dataset describes a 2-piece molecular cluster, C5H14 overall at a distorted geometry. The level of theory is ωB97M-V/def2-TZVPD.

Each atom is followed by the atoms it is bonded to, with distances in Å.
Geometry (Å):
1 C -1.40 0.25 1.31  C2 1.526, H4 1.099, H5 1.086, H6 1.088
2 C -0.42 0.01 2.46  C1 1.526, C3 1.521, H7 1.091, H8 1.093
3 C 1.04 -0.09 2.05  C2 1.521, H9 1.098, H10 1.097, H11 1.083
4 H -1.01 0.94 0.55  C1 1.099
5 H -1.70 -0.66 0.80  C1 1.086
6 H -2.32 0.74 1.64  C1 1.088
7 H -0.74 -0.92 2.94  C2 1.091
8 H -0.62 0.74 3.24  C2 1.093
9 H 1.64 0.69 2.53  C3 1.098
10 H 1.22 0.05 0.97  C3 1.097
11 H 1.46 -1.04 2.35  C3 1.083
12 C -0.31 0.27 -2.43  C13 1.548, H14 1.092, H15 1.101, H16 1.082
13 C 1.05 -0.39 -2.77  C12 1.548, H17 1.083, H18 1.087, H19 1.091
14 H -0.18 1.29 -2.06  C12 1.092
15 H -0.90 0.23 -3.36  C12 1.101
16 H -0.86 -0.35 -1.73  C12 1.082
17 H 1.42 -0.01 -3.72  C13 1.083
18 H 0.87 -1.46 -2.84  C13 1.087
19 H 1.74 -0.29 -1.93  C13 1.091

- Largest force on an atom: 1.41 eV/A
- Energy above the lowest of the compared OMol25 structures with the same formula, charge and spin: 8.1 kcal/mol
- Net charge: 0
- LUMO energy: 1.1 eV
- SMILES: CCC.CC

***

This record from the OMol25 dataset describes a 2-piece molecular cluster, C4H2Cl5N overall at a distorted geometry. The level of theory is ωB97M-V/def2-TZVPD.

Each atom is followed by the atoms it is bonded to, with distances in Å.
Geometry (Å):
1 C -0.19 1.26 -0.75  C2 1.345, N5 1.178
2 C 1.05 0.96 -0.32  C1 1.345, C3 1.486, H11 1.050
3 C 1.76 -0.19 -0.92  C2 1.486, Cl6 1.918, Cl7 1.727, H12 1.116
4 C -2.27 -0.84 1.70  Cl8 1.755, Cl9 1.769, Cl10 1.668
5 N -1.28 1.21 -1.18  C1 1.178
6 Cl 2.53 0.35 -2.60  C3 1.918
7 Cl 0.73 -1.54 -1.22  C3 1.727
8 Cl -2.48 0.01 3.22  C4 1.755
9 Cl -1.18 -2.23 1.74  C4 1.769
10 Cl -2.69 -0.09 0.27  C4 1.668
11 H 1.48 1.69 0.31  C2 1.050
12 H 2.55 -0.60 -0.24  C3 1.116

- Largest force on an atom: 2.65 eV/A
- Energy above the lowest of the compared OMol25 structures with the same formula, charge and spin: 74.1 kcal/mol
- Net charge: 0
- LUMO energy (alpha / beta): -2.2 / -0.5 eV